18
Properties=species:S:1:pos:R:3:forces:R:3 method="wB97M-V/def2-TZVPD" spin_multiplicity=1 homo_ev=-20.265 max_force_ha_per_bohr=0.081 e_above_lowest_kcal_mol=52.7 total_charge=+2
N 0.915 0.116 -0.180 -2.76 1.77 0.74
N -0.497 2.108 -0.190 -2.01 3.06 0.66
N -1.555 0.069 -0.383 1.91 -2.62 1.24
C 1.577 -0.160 -1.232 -0.51 1.54 0.53
C -0.551 0.838 -0.220 3.93 -0.92 -1.01
C -1.355 -1.368 -0.072 -0.56 -2.44 -1.06
C 1.215 -0.331 1.237 1.73 1.41 0.25
H -0.744 -1.602 0.830 -0.68 0.61 -1.04
H 2.270 -0.530 1.526 -0.25 0.50 -1.13
H 0.869 0.382 2.017 -0.38 -0.49 -0.89
H 1.360 0.240 -2.216 -0.51 -0.33 -0.10
H 0.303 2.696 -0.153 1.36 -0.08 -0.03
H -2.333 -1.822 0.205 0.51 0.45 -0.67
H -1.334 2.741 -0.059 0.67 -1.35 -0.35
H -0.950 -1.884 -1.025 -0.74 0.66 1.73
H -2.453 0.393 -0.224 -2.28 1.12 -0.02
H 0.772 -1.256 1.177 -0.92 -1.92 1.19
H 2.490 -0.630 -1.039 1.48 -0.98 -0.06



18
Properties=species:S:1:pos:R:3:forces:R:3 method="wB97M-V/def2-TZVPD" spin_multiplicity=1 homo_ev=-18.705 smiles="[NH3+]CC[C@@H]1NC=[NH+]1" max_force_ha_per_bohr=0.084 e_above_lowest_kcal_mol=33.4 total_charge=+2
N 0.323 1.899 1.888 -1.43 -0.03 -1.24
N 1.896 0.762 1.406 2.83 -0.15 0.50
N -1.249 -1.262 -1.909 -0.74 -1.41 0.13
C -0.432 -1.097 -0.587 2.85 -1.82 -1.92
C 0.467 0.398 1.168 0.50 3.72 2.12
C 1.648 1.957 2.000 -2.03 -2.71 -0.09
C -0.080 0.342 -0.242 -0.92 0.09 0.91
H -0.907 -0.847 -2.790 0.16 0.31 0.64
H 2.237 2.585 2.659 0.36 0.29 -0.60
H -1.291 -2.255 -2.107 1.35 -0.99 -0.20
H -0.998 0.971 -0.211 0.56 -0.30 -0.28
H 2.812 0.206 1.510 -2.19 0.88 -0.30
H 0.684 0.772 -0.883 -0.26 0.06 -0.39
H 0.089 -0.302 1.920 0.11 -0.02 -0.27
H 0.601 -1.648 -0.901 -2.42 1.16 0.80
H -0.841 -1.743 0.221 -0.32 0.77 -0.74
H -0.457 2.649 1.921 1.87 -1.71 0.09
H -2.278 -1.279 -1.941 -0.27 1.84 0.83



18
Properties=species:S:1:pos:R:3:forces:R:3 method="wB97M-V/def2-TZVPD" spin_multiplicity=1 homo_ev=-19.138 max_force_ha_per_bohr=0.099 e_above_lowest_kcal_mol=20.5 total_charge=+2
N 0.244 -2.127 0.976 -1.36 1.97 -0.82
N -0.004 -0.715 2.317 -0.39 4.99 -0.80
N -0.213 1.980 -2.016 0.01 1.68 -0.27
C 0.368 -0.597 0.878 1.29 -1.47 -0.12
C 0.326 0.690 -1.368 -1.64 1.14 -0.01
C -0.455 0.245 -0.120 -1.69 -1.85 0.32
C -0.064 -1.992 2.238 0.36 -1.70 1.44
H 0.723 -2.809 0.474 0.71 -1.62 -0.82
H 0.132 1.964 -3.001 -0.57 0.00 0.51
H -1.081 0.926 0.454 0.75 1.02 -0.01
H -1.327 -0.386 -0.481 1.11 0.19 0.27
H -1.266 2.000 -2.030 1.17 0.19 -0.09
H 0.062 -0.019 -2.153 1.02 -0.26 0.09
H -0.225 0.110 2.910 -0.01 -1.61 0.05
H 1.356 0.936 -1.211 0.68 -0.61 0.03
H 0.164 2.945 -1.674 -0.89 -2.10 -0.06
H 1.459 -0.477 0.751 -0.44 0.55 0.33
H -0.202 -2.674 3.058 -0.12 -0.50 -0.05



19
Properties=species:S:1:pos:R:3:forces:R:3 method="wB97M-V/def2-TZVPD" spin_multiplicity=1 homo_ev=-7.975 max_force_ha_per_bohr=0.118 e_above_lowest_kcal_mol=108.8 total_charge=0
O 0.272 1.570 -0.404 0.00 0.66 -0.17
N 0.598 -0.533 1.301 0.31 0.65 0.15
N 0.282 -0.770 -0.038 -4.87 -0.31 -1.06
N 3.215 -0.050 -0.060 -1.31 0.37 -0.70
C -1.506 -0.795 -0.340 1.73 -0.91 1.08
C 0.589 0.296 -0.888 6.03 0.23 -0.26
C -2.295 0.040 0.636 0.05 0.08 0.24
C 2.423 0.280 -1.006 -1.69 -0.64 0.90
H -3.369 -0.172 0.553 0.21 -0.05 -0.10
H 2.852 0.504 -1.998 -0.24 0.12 0.23
H 1.000 2.143 -0.703 -0.62 -0.10 0.35
H -2.155 1.110 0.471 0.05 -0.10 0.02
H 0.344 0.402 1.625 -0.22 -0.36 -0.06
H 2.645 -0.292 0.774 0.39 0.12 -0.44
H 0.305 0.138 -1.926 -0.43 -0.25 0.25
H -1.751 -0.550 -1.375 0.64 0.19 0.04
H -1.696 -1.863 -0.218 -0.03 0.09 0.12
H 0.267 -1.264 1.923 0.01 0.13 -0.45
H -2.020 -0.193 1.672 -0.01 0.07 -0.13



19
Properties=species:S:1:pos:R:3:forces:R:3 method="wB97M-V/def2-TZVPD" spin_multiplicity=1 homo_ev=-9.000 smiles="[H]/N=C(/NN(C)C)OC" max_force_ha_per_bohr=0.134 e_above_lowest_kcal_mol=114.9 total_charge=0
O 0.183 -2.181 0.848 -0.20 2.11 0.57
N 0.006 0.134 1.869 0.11 0.49 -1.25
N 0.136 0.986 -1.100 0.93 -1.84 -0.85
N 0.613 -0.489 -0.420 -0.72 6.28 -2.77
C -0.399 2.053 -0.268 -0.15 0.02 0.54
C 1.308 1.461 -1.826 0.26 -0.17 -0.06
C -1.050 -2.796 1.149 -0.13 -0.16 0.27
C 0.194 -0.510 0.818 -0.55 -5.90 2.77
H -1.345 1.774 0.204 0.42 -0.17 0.24
H 2.107 1.785 -1.144 0.02 0.01 -0.13
H -0.681 2.902 -0.908 0.28 -0.46 -0.40
H 0.327 2.464 0.446 -0.24 -0.24 0.20
H -1.350 -3.463 0.329 0.06 0.12 0.08
H -0.208 -0.434 2.683 0.10 -0.08 -0.31
H -1.886 -2.102 1.328 0.27 0.06 -0.04
H 0.238 -1.158 -1.082 -0.11 0.05 0.62
H 1.037 2.297 -2.483 -0.17 -0.08 0.34
H 1.699 0.688 -2.493 -0.06 -0.06 0.26
H -0.930 -3.412 2.050 -0.14 0.04 -0.07



19
Properties=species:S:1:pos:R:3:forces:R:3 method="wB97M-V/def2-TZVPD" spin_multiplicity=1 homo_ev=-9.033 smiles="[H]/N=C(/N)C(C)=O.CN" max_force_ha_per_bohr=0.010 e_above_lowest_kcal_mol=28.0 total_charge=0
O 1.563 1.411 0.604 -0.09 -0.27 -0.15
N -2.533 0.766 0.297 -0.09 0.30 -0.13
N 0.105 1.204 -1.602 -0.05 0.49 0.01
N 0.679 -0.992 -1.856 -0.04 -0.19 -0.13
C 0.740 0.083 -1.180 -0.14 -0.10 -0.19
C 2.032 -0.927 0.803 0.03 0.15 0.13
C 1.456 0.295 0.147 0.26 -0.08 0.23
C -1.935 -0.333 1.030 0.09 -0.03 0.03
H -1.963 0.989 -0.513 -0.09 0.06 0.18
H 2.434 -0.667 1.779 -0.02 0.04 -0.03
H 1.268 -1.695 0.909 -0.02 -0.07 -0.01
H 0.374 2.068 -1.159 -0.05 -0.04 -0.09
H -0.240 1.222 -2.546 0.06 -0.02 -0.02
H -2.582 -0.590 1.868 0.08 -0.12 0.03
H -1.866 -1.194 0.366 0.01 -0.09 0.09
H -0.930 -0.118 1.425 -0.06 -0.08 0.04
H -2.574 1.594 0.883 0.00 -0.05 -0.15
H 2.835 -1.323 0.181 0.03 -0.08 -0.04
H 1.137 -1.793 -1.437 0.10 0.18 0.21



19
Properties=species:S:1:pos:R:3:forces:R:3 method="wB97M-V/def2-TZVPD" spin_multiplicity=1 homo_ev=-8.162 smiles="CN[C@@](C)(N)C(N)=O" max_force_ha_per_bohr=0.146 e_above_lowest_kcal_mol=90.2 total_charge=0
O 0.537 1.282 1.638 1.21 0.15 -1.71
N -1.348 -0.538 0.943 0.09 -0.26 -0.05
N 0.412 2.215 -0.489 1.97 1.54 -0.87
N 0.779 -0.817 -0.327 4.28 1.31 -0.86
C 1.325 -1.560 0.797 -0.04 0.02 0.18
C -1.223 0.039 -1.431 0.06 -0.21 0.30
C -0.481 -0.149 -0.120 0.69 3.51 1.37
C 0.437 1.170 0.415 -7.19 -0.94 1.91
H -1.528 -1.534 0.949 -0.12 0.03 0.13
H -0.969 -0.226 1.835 -0.03 -0.23 -0.12
H 0.783 2.120 -1.419 -0.16 -0.35 0.02
H -1.718 -0.898 -1.691 -0.03 -0.10 -0.01
H 2.308 -1.935 0.518 -0.07 -0.12 -0.01
H -0.341 2.884 -0.447 0.11 -0.25 0.53
H 1.482 0.194 -0.322 -0.91 -4.08 -0.89
H -1.994 0.802 -1.321 0.06 0.01 -0.03
H 0.660 -2.395 1.027 0.14 0.02 -0.02
H -0.551 0.283 -2.252 0.02 0.07 0.05
H 1.430 -0.937 1.695 -0.08 -0.13 0.08



19
Properties=species:S:1:pos:R:3:forces:R:3 method="wB97M-V/def2-TZVPD" spin_multiplicity=1 homo_ev=-9.628 max_force_ha_per_bohr=0.077 e_above_lowest_kcal_mol=75.9 total_charge=0
O -2.245 -0.242 0.140 -0.08 0.65 0.27
N -1.216 0.244 -0.734 -0.05 -0.67 -0.54
N 1.411 0.162 1.741 -1.86 0.89 -0.30
N -0.185 2.008 0.788 1.64 -2.82 2.22
C 0.444 0.507 0.984 -0.10 2.48 -2.46
C 0.063 -1.806 0.002 0.04 -0.09 0.22
C 0.091 -0.304 -0.299 -0.49 0.06 0.85
C 1.119 0.013 -1.390 0.06 0.33 0.03
H -0.269 -2.374 -0.873 0.09 0.12 0.02
H -1.473 -0.137 -1.645 0.16 -0.08 0.25
H -0.294 2.299 1.755 0.16 0.51 0.03
H -2.550 0.567 0.600 0.18 -0.71 -0.36
H 1.062 -2.145 0.294 -0.13 0.10 -0.13
H 0.873 -0.502 -2.325 -0.03 -0.03 0.16
H 1.165 1.087 -1.592 -0.10 -0.11 0.05
H 1.602 0.894 2.428 0.15 -0.07 -0.01
H 2.117 -0.301 -1.070 -0.23 -0.06 0.00
H -0.606 -2.044 0.833 0.03 0.15 -0.18
H -1.109 2.075 0.364 0.55 -0.66 -0.14



19
Properties=species:S:1:pos:R:3:forces:R:3 method="wB97M-V/def2-TZVPD" spin_multiplicity=1 homo_ev=-9.034 smiles="[H]/N=N/N(C)[C@H](C)CO" max_force_ha_per_bohr=0.061 e_above_lowest_kcal_mol=98.9 total_charge=0
O 0.708 1.824 -1.182 2.09 -0.29 -0.36
N 1.701 -0.712 0.230 1.10 0.61 -1.26
N 1.998 -0.368 -0.982 -0.49 -0.31 0.93
N 0.612 -0.274 0.726 -1.70 1.13 -1.65
C -1.647 -0.820 -0.346 -0.09 0.10 0.15
C -0.523 1.198 -1.380 1.95 -0.46 0.57
C -0.794 0.403 -0.124 1.11 -1.51 1.60
C 0.517 -0.405 2.166 -0.61 -0.13 0.13
H -1.142 -1.502 -1.028 -0.01 -0.01 -0.07
H -2.592 -0.509 -0.802 -0.01 -0.09 0.03
H 2.926 -0.713 -1.209 -0.14 -0.26 0.30
H 0.346 0.574 2.620 0.04 -0.04 -0.07
H -0.476 0.525 -2.248 -0.31 0.03 0.00
H -1.307 1.956 -1.520 0.07 -0.24 0.05
H -0.314 -1.063 2.433 0.00 0.04 0.10
H -1.854 -1.347 0.581 -0.13 -0.04 0.03
H 1.443 -0.824 2.559 -0.10 0.05 -0.18
H -1.139 1.050 0.680 -0.03 -0.06 0.00
H 1.538 1.008 -1.175 -2.74 1.48 -0.32



19
Properties=species:S:1:pos:R:3:forces:R:3 method="wB97M-V/def2-TZVPD" spin_multiplicity=1 homo_ev=-8.356 smiles="[H]/N=C/C.CN(N)C=O" max_force_ha_per_bohr=0.062 e_above_lowest_kcal_mol=121.5 total_charge=0
O -2.414 -0.351 0.144 1.12 0.49 0.72
N 1.635 0.090 1.550 0.41 0.26 -0.82
N -0.404 -0.330 -1.704 -0.25 0.11 0.05
N -0.277 0.430 -0.506 -0.32 -0.23 -0.12
C -1.479 0.389 0.432 -0.66 0.34 -3.12
C 0.736 -1.947 0.549 -0.14 0.19 -0.45
C 0.677 -0.526 1.010 -1.79 -0.01 2.48
C 0.354 1.715 -0.747 -0.43 -0.01 0.22
H 1.042 -2.577 1.382 -0.04 0.08 0.05
H 1.476 1.037 1.872 -0.20 -0.22 0.34
H -0.346 2.412 -1.214 -0.01 0.11 -0.13
H -1.628 1.384 0.893 0.32 -0.43 0.72
H 1.232 1.599 -1.380 -0.08 -0.19 0.03
H -0.558 -0.320 1.452 1.99 -0.37 0.04
H -0.895 0.235 -2.398 -0.08 0.02 0.04
H 1.469 -2.034 -0.252 -0.05 -0.06 -0.01
H 0.675 2.149 0.199 0.01 -0.04 0.02
H -1.052 -1.084 -1.475 0.10 0.06 -0.08
H -0.242 -2.270 0.192 0.10 -0.10 0.02



Copy entry 7 word for word.
19
Properties=species:S:1:pos:R:3:forces:R:3 method="wB97M-V/def2-TZVPD" spin_multiplicity=1 homo_ev=-8.162 smiles="CN[C@@](C)(N)C(N)=O" max_force_ha_per_bohr=0.146 e_above_lowest_kcal_mol=90.2 total_charge=0
O 0.537 1.282 1.638 1.21 0.15 -1.71
N -1.348 -0.538 0.943 0.09 -0.26 -0.05
N 0.412 2.215 -0.489 1.97 1.54 -0.87
N 0.779 -0.817 -0.327 4.28 1.31 -0.86
C 1.325 -1.560 0.797 -0.04 0.02 0.18
C -1.223 0.039 -1.431 0.06 -0.21 0.30
C -0.481 -0.149 -0.120 0.69 3.51 1.37
C 0.437 1.170 0.415 -7.19 -0.94 1.91
H -1.528 -1.534 0.949 -0.12 0.03 0.13
H -0.969 -0.226 1.835 -0.03 -0.23 -0.12
H 0.783 2.120 -1.419 -0.16 -0.35 0.02
H -1.718 -0.898 -1.691 -0.03 -0.10 -0.01
H 2.308 -1.935 0.518 -0.07 -0.12 -0.01
H -0.341 2.884 -0.447 0.11 -0.25 0.53
H 1.482 0.194 -0.322 -0.91 -4.08 -0.89
H -1.994 0.802 -1.321 0.06 0.01 -0.03
H 0.660 -2.395 1.027 0.14 0.02 -0.02
H -0.551 0.283 -2.252 0.02 0.07 0.05
H 1.430 -0.937 1.695 -0.08 -0.13 0.08



Please write out number 2 again, unchanged.
18
Properties=species:S:1:pos:R:3:forces:R:3 method="wB97M-V/def2-TZVPD" spin_multiplicity=1 homo_ev=-18.705 smiles="[NH3+]CC[C@@H]1NC=[NH+]1" max_force_ha_per_bohr=0.084 e_above_lowest_kcal_mol=33.4 total_charge=+2
N 0.323 1.899 1.888 -1.43 -0.03 -1.24
N 1.896 0.762 1.406 2.83 -0.15 0.50
N -1.249 -1.262 -1.909 -0.74 -1.41 0.13
C -0.432 -1.097 -0.587 2.85 -1.82 -1.92
C 0.467 0.398 1.168 0.50 3.72 2.12
C 1.648 1.957 2.000 -2.03 -2.71 -0.09
C -0.080 0.342 -0.242 -0.92 0.09 0.91
H -0.907 -0.847 -2.790 0.16 0.31 0.64
H 2.237 2.585 2.659 0.36 0.29 -0.60
H -1.291 -2.255 -2.107 1.35 -0.99 -0.20
H -0.998 0.971 -0.211 0.56 -0.30 -0.28
H 2.812 0.206 1.510 -2.19 0.88 -0.30
H 0.684 0.772 -0.883 -0.26 0.06 -0.39
H 0.089 -0.302 1.920 0.11 -0.02 -0.27
H 0.601 -1.648 -0.901 -2.42 1.16 0.80
H -0.841 -1.743 0.221 -0.32 0.77 -0.74
H -0.457 2.649 1.921 1.87 -1.71 0.09
H -2.278 -1.279 -1.941 -0.27 1.84 0.83